This record from OMol25 describes a cluster of 2 separate species, C12H16N2O in total. The level of theory is wB97M-V/def2-TZVPD.

Geometry as XYZ:
```
31
Properties=species:S:1:pos:R:3
C 4.10071 0.08872 -1.32158
C 3.02239 -1.00580 -1.20455
C 1.75912 -0.54833 -1.86838
C 0.76389 -1.37302 -2.28336
N -0.29295 -0.60488 -2.80392
C 0.06478 0.74464 -2.53999
N 1.29163 0.73365 -1.96410
H 4.20544 0.48366 -2.37040
H 5.01378 0.01631 -0.86078
H 3.67519 0.96808 -0.83508
H 3.25791 -1.98722 -1.61181
H 2.67880 -1.19409 -0.15239
H 0.55349 -2.49316 -2.37960
H -1.17941 -0.99145 -3.08288
H -0.36208 1.64676 -2.78771
C -0.06483 1.05774 3.36567
C -1.17847 0.69797 2.44969
C -2.03041 -0.41406 2.75592
C -2.93939 -0.96291 1.86029
C -3.09435 -0.14335 0.73473
O -4.14045 -0.30322 -0.02728
C -2.18025 0.77726 0.26542
C -1.16960 1.18173 1.18653
H -0.50529 1.79653 3.98280
H 0.72517 1.49172 2.73592
H 0.20796 0.19621 3.92835
H -1.92246 -1.04106 3.74376
H -3.59329 -1.97237 1.76318
H -4.04268 0.26171 -0.82034
H -2.11463 0.98721 -0.68184
H -0.50970 1.90502 0.82371
```

Results
* electronic energy: -17728.69087 eV
* max |F|: 0.14640 Eh/bohr
* gap between HOMO and LUMO: 8.504 eV
* E_LUMO: 0.48 eV
* HOMO level: -0.295 Ha